Entry from the Open Molecules 2025 dataset: an isolated molecule of C13H9N (wB97M-V/def2-TZVPD).

Structure (ORCA input):
```
! RIJCOSX wB97M-V def2-TZVPD def2/J DEFGRID3
* xyz 0 1
N -1.542 5.159 1.449
C 1.264 -0.091 1.574
C -1.044 1.140 -1.091
C 0.287 0.748 0.879
C -1.416 2.377 -0.622
C 0.952 -1.363 1.589
C -1.252 4.113 1.080
C -0.077 2.004 1.350
C -0.919 2.823 0.608
C -0.194 0.287 -0.369
C 0.873 -3.323 -1.381
C 0.207 -0.947 -1.032
C 0.381 -2.342 0.931
C 0.500 -2.160 -0.516
H 1.865 -3.678 -1.103
H -0.090 -3.207 1.358
H -2.070 3.013 -1.199
H 2.132 0.348 2.035
H 0.886 -3.042 -2.431
H 0.187 -0.869 -2.113
H 0.315 2.350 2.294
H -1.422 0.805 -2.047
H 0.176 -4.146 -1.244
*
```

Results
Gap between HOMO and LUMO, eV: 8.6
Strongest force on any atom, eV/Å: 0.98
Relative energy (zero: lowest compared OMol25 entry of this formula, charge and spin), eV: 0.0000